ORCA calculation (the ωB97M-V functional and the def2-TZVPD basis) on C23H22BrIN4O3PRhSe2 as an isolated structure.

Geometry as XYZ:
```
58
Properties=species:S:1:pos:R:3:lowdin_spin:R:1
Rh -1.33100 -0.58987 -1.39023 2.24
Br -2.06140 -1.84421 3.45354 0.06
C -2.89428 -2.49432 0.39233 0.01
C -3.52056 -3.61807 0.89469 0.00
C -3.87565 -4.60473 -0.01432 0.00
C -3.58372 -4.45162 -1.36060 0.00
C -2.93775 -3.29885 -1.77111 0.01
N -2.62555 -2.33722 -0.90337 0.06
C -2.43792 -3.09451 -3.19053 0.01
O -2.72938 -3.92072 -4.03846 0.01
O -1.70025 -2.05809 -3.31675 0.09
H -3.71146 -3.71544 1.95306 0.00
H -4.36818 -5.50194 0.33743 0.00
H -3.81548 -5.20240 -2.10154 0.00
Se -0.34387 1.47510 -0.55275 0.68
P -0.25633 1.53971 1.72844 0.06
Se -2.19350 -0.96036 1.26944 0.06
C -1.03631 3.17691 1.99460 0.02
C -0.75093 4.33111 1.26659 0.01
C -1.37358 5.52667 1.57877 0.00
C -2.28410 5.58671 2.62809 0.00
C -2.57396 4.44650 3.35889 0.00
C -1.95759 3.24379 3.03684 0.00
C 1.50721 1.99075 1.99052 0.01
C 1.87652 2.14345 3.32552 0.00
C 3.18035 2.46250 3.66845 0.00
C 4.13977 2.62051 2.67868 0.00
C 3.78295 2.46208 1.34826 0.00
C 2.47464 2.15069 1.00535 0.01
H -0.03449 4.29644 0.45396 0.00
H -1.14808 6.41608 1.00561 0.00
H -2.76852 6.52317 2.87112 0.00
H -3.28426 4.48766 4.17392 0.00
H -2.19888 2.34623 3.59456 0.00
H 1.13732 2.00946 4.10786 0.00
H 3.44897 2.58032 4.70997 0.00
H 5.15947 2.86529 2.94418 0.00
H 4.52427 2.58959 0.56965 0.00
H 2.21556 2.04158 -0.04063 0.01
C 3.69498 -2.93789 -2.81653 0.00
N 2.67618 -2.46242 -1.91323 0.00
C 2.88005 -2.05493 -0.53701 0.00
C 1.48880 -1.54777 -0.16356 0.01
O 1.19847 -1.07737 0.91192 0.02
N 0.65717 -1.70317 -1.25040 0.08
C 1.39494 -2.20960 -2.24537 0.01
N 0.91150 -2.44772 -3.45506 0.00
H 4.65571 -2.88420 -2.31072 0.00
H 3.75483 -2.31634 -3.71295 0.00
H 3.52666 -3.97712 -3.10938 0.00
H 3.60628 -1.24496 -0.43862 0.00
H 3.17184 -2.88043 0.11437 0.00
H -0.09880 -2.32156 -3.61357 0.00
H 1.48923 -2.87383 -4.15613 0.00
I -1.02809 2.58682 -3.73927 0.11
C -1.17308 0.50136 -3.42881 0.35
H -2.12003 0.19575 -3.85868 0.02
H -0.33669 0.03542 -3.93703 0.01
```

**2S+1**: 5
**Molar mass**: 901.1 g mol⁻¹
**Energy above the lowest of the compared OMol25 structures with the same formula, charge and spin**: 23.57 kcal/mol
**HOMO (alpha / beta)**: -0.253 / -0.303 hartree
**Strongest force on any atom**: 0.017 hartree/bohr
**HOMO-LUMO gap (alpha / beta)**: 6.25 / 5.82 eV